Record 1
An isolated molecule of C21H24N4O2, computed with the ωB97M-V functional and the def2-TZVPD basis.

Computed properties:
**LUMO energy**: 0.026 hartree
**Calculated total energy**: -32222.5720 eV
**Relative energy (zero: lowest compared OMol25 entry of this formula, charge and spin)**: 1.598 eV
**SMILES**: COc1ccc(C(=O)Nc2ccc3c(c2)nc(CN2CCCC2)n3C)cc1

Structure (XYZ):
```
51
C21H24N4O2 (the ωB97M-V functional and the def2-TZVPD basis)
C -4.988 -5.458 -5.660
H -5.914 -5.877 -6.049
O -5.373 -4.374 -4.849
C -4.407 -3.648 -4.229
C -3.040 -3.896 -4.315
C -2.152 -3.083 -3.636
C -2.594 -2.027 -2.847
C -3.964 -1.774 -2.777
C -4.856 -2.571 -3.460
H -5.917 -2.380 -3.421
H -4.344 -0.930 -2.220
C -1.562 -1.198 -2.159
O -0.445 -1.060 -2.615
N -1.995 -0.650 -0.986
C -1.311 0.188 -0.097
C -0.045 0.684 -0.364
C 0.529 1.516 0.588
N 1.745 2.144 0.583
C 1.816 2.810 1.702
N 0.700 2.658 2.487
C -0.152 1.839 1.785
C -1.419 1.342 2.045
C -1.981 0.519 1.094
H -2.970 0.115 1.266
H -1.957 1.582 2.951
C 0.427 3.271 3.756
H 0.179 4.330 3.636
H 1.290 3.183 4.418
H -0.418 2.765 4.218
C 3.027 3.585 2.121
N 4.138 2.750 2.533
C 3.882 1.865 3.654
C 5.063 0.906 3.600
H 4.902 0.004 4.188
H 5.960 1.411 3.959
C 5.173 0.633 2.100
H 4.481 -0.161 1.816
H 6.177 0.335 1.804
C 4.745 1.959 1.459
H 5.604 2.519 1.075
H 4.040 1.792 0.639
H 3.844 2.444 4.582
H 2.940 1.299 3.550
H 3.369 4.184 1.274
H 2.782 4.257 2.948
H 0.476 0.434 -1.271
H -2.921 -0.913 -0.681
H -1.090 -3.259 -3.707
H -2.658 -4.710 -4.909
H -4.460 -6.224 -5.082
H -4.359 -5.132 -6.494
```

Record 2
A structure of composition C27H31BN11OPtSSe, computed with the ωB97M-V functional and the def2-TZVPD basis.

Computed properties:
**LUMO energy (spin up / spin down)**: -0.312 / -0.323 hartree
**Calculated total energy**: -127030.4479 eV
**Relative energy (zero: lowest compared OMol25 entry of this formula, charge and spin)**: 2.952 eV
**Total charge**: +2
**2S+1**: 2

Structure (XYZ):
```
74
C27H31BN11OPtSSe (the ωB97M-V functional and the def2-TZVPD basis)
Pt -0.858 -1.216 0.696
C -0.719 0.916 3.631
C -0.221 1.434 2.328
C 0.360 2.670 2.067
C 0.619 2.676 0.712
N 0.219 1.515 0.188
N -0.328 0.754 1.172
B 0.205 1.057 -1.292
N -1.267 0.782 -1.658
C -2.107 1.311 -2.569
C -3.332 0.714 -2.447
C -3.189 -0.203 -1.406
C -4.239 -1.101 -0.882
N -1.942 -0.149 -0.927
N 0.992 -0.291 -1.376
C 2.116 -0.583 -2.036
C 2.424 -1.919 -1.837
C 1.408 -2.422 -1.020
C 1.211 -3.804 -0.506
N 0.548 -1.424 -0.775
N 0.922 2.073 -2.162
C 0.628 2.717 -3.323
C 1.695 3.493 -3.673
C 2.648 3.270 -2.663
C 4.009 3.878 -2.569
N 2.193 2.412 -1.762
H -0.928 1.745 4.303
H 0.023 0.279 4.112
H -1.639 0.351 3.495
H 0.559 3.454 2.777
H 1.055 3.434 0.086
H -1.817 2.092 -3.240
H -4.217 0.910 -3.026
H -5.185 -0.890 -1.376
H -4.381 -0.978 0.190
H -3.986 -2.140 -1.089
H 2.607 0.172 -2.626
H 3.239 -2.476 -2.267
H 1.360 -4.525 -1.309
H 0.205 -3.932 -0.109
H 1.921 -4.026 0.289
H -0.291 2.589 -3.855
H 1.783 4.129 -4.536
H 4.146 4.622 -3.350
H 4.790 3.126 -2.693
H 4.155 4.370 -1.607
Se -2.437 -3.309 1.080
C -4.331 -3.278 1.270
C -5.122 -3.889 0.305
C -6.497 -3.850 0.486
N -7.086 -3.274 1.530
C -6.313 -2.696 2.441
C -4.926 -2.662 2.361
H -4.690 -4.394 -0.548
H -7.154 -4.315 -0.240
H -6.822 -2.233 3.279
H -4.340 -2.187 3.135
S 2.703 -0.136 1.493
C 3.882 1.031 1.005
N 4.658 0.732 -0.066
C 5.640 1.553 -0.483
C 5.855 2.714 0.204
C 5.017 2.971 1.290
N 4.052 2.146 1.679
H 4.475 -0.143 -0.548
H 6.214 1.239 -1.343
H 6.634 3.399 -0.091
H 5.138 3.872 1.881
C -0.673 -2.316 3.605
C 0.044 -2.148 2.283
O 1.172 -2.512 2.143
H 0.029 -2.075 4.403
H -0.934 -3.374 3.686
H -1.579 -1.729 3.682
```

Record 3
A cluster of 2 separate species, C3H12N3O in total, computed with the ωB97M-V functional and the def2-TZVPD basis.

Computed properties:
**LUMO energy**: -0.103 hartree
**Calculated total energy**: -9817.6934 eV
**Relative energy (zero: lowest compared OMol25 entry of this formula, charge and spin)**: 1.120 eV
**Total charge**: +1

Structure (XYZ):
```
19
C3H12N3O (the ωB97M-V functional and the def2-TZVPD basis)
C 0.825 -1.162 1.129
C 0.802 1.212 0.688
N 0.566 -0.020 0.281
N 1.011 1.551 1.967
N 0.863 2.188 -0.251
H -0.034 -0.184 -0.560
H 0.515 -2.046 0.552
H 0.331 -1.207 2.095
H 1.144 0.779 2.610
H 1.622 2.330 2.173
H 0.425 1.964 -1.125
H 0.889 3.128 0.080
H 1.886 -1.432 1.158
C -2.157 -1.173 -1.631
O -0.812 -0.743 -1.933
H -0.344 -1.402 -2.452
H -2.310 -2.246 -1.677
H -2.808 -0.801 -2.431
H -2.414 -0.735 -0.672
```

Record 4
An isolated molecule of C7H10N2O3, computed with the ωB97M-V functional and the def2-TZVPD basis.

Computed properties:
**LUMO energy**: -0.001 hartree
**Calculated total energy**: -16537.5262 eV
**Relative energy (zero: lowest compared OMol25 entry of this formula, charge and spin)**: 6.927 eV

Structure (XYZ):
```
22
C7H10N2O3 (the ωB97M-V functional and the def2-TZVPD basis)
C -1.236 -2.386 -0.035
C -2.409 -0.467 0.108
C 0.041 -0.413 0.289
C -2.990 0.797 0.235
C 2.507 -0.673 -0.355
C 1.642 1.174 1.122
C 1.275 0.203 -0.084
N -2.370 -1.711 -0.078
N 0.815 1.096 -1.174
O -4.190 0.737 -0.459
O -2.584 1.767 0.811
O -0.041 -1.662 0.034
H -1.057 -3.377 -0.148
H 3.382 -0.156 -0.484
H 2.621 -1.366 0.500
H 2.140 -1.201 -1.242
H 1.089 2.048 0.897
H 1.338 0.738 2.110
H 2.749 1.362 1.115
H -4.164 0.140 -1.178
H 1.497 1.841 -1.194
H -0.056 1.506 -0.791
```

Record 5
A structure of composition C18H11BaN4O5Se2, computed with the ωB97M-V functional and the def2-TZVPD basis.

Computed properties:
**LUMO energy**: 0.067 hartree
**Calculated total energy**: -166434.7167 eV
**Relative energy (zero: lowest compared OMol25 entry of this formula, charge and spin)**: 0.304 eV
**Total charge**: -1

Structure (XYZ):
```
41
C18H11BaN4O5Se2 (the ωB97M-V functional and the def2-TZVPD basis)
Ba 1.181 -1.019 1.008
O -3.614 -3.716 -2.742
C -2.618 -3.334 -1.893
C -2.886 -2.834 -0.625
C -1.813 -2.490 0.180
N -0.557 -2.631 -0.231
C -0.301 -3.014 -1.481
C -1.306 -3.406 -2.346
C 1.150 -2.855 -1.970
O 1.376 -3.232 -3.117
O 1.932 -2.274 -1.151
C -2.016 -1.781 1.523
O -3.130 -1.279 1.699
O -0.988 -1.724 2.263
H -4.459 -3.605 -2.290
H -3.893 -2.669 -0.262
H -1.062 -3.722 -3.349
Se -1.245 1.892 1.765
Se -0.130 3.864 1.314
C 1.692 3.427 1.782
C 2.493 4.503 2.145
C 3.814 4.254 2.470
C 4.271 2.949 2.447
C 3.393 1.943 2.079
N 2.120 2.175 1.727
C -1.385 1.344 -0.078
C -2.614 1.425 -0.717
C -2.690 1.025 -2.043
C -1.545 0.570 -2.678
C -0.366 0.515 -1.952
N -0.287 0.897 -0.677
H 2.077 5.501 2.189
H 4.470 5.067 2.757
H 5.286 2.694 2.716
H 3.715 0.909 2.080
H -3.483 1.775 -0.179
H -3.634 1.063 -2.570
H -1.563 0.232 -3.705
H 0.543 0.122 -2.394
N 4.487 -1.259 3.519
C 3.588 -1.305 2.787
```

Record 6
An isolated molecule of C4H6N2OS, computed with the ωB97M-V functional and the def2-TZVPD basis.

Computed properties:
**LUMO energy**: 0.004 hartree
**Calculated total energy**: -20106.1753 eV
**Relative energy (zero: lowest compared OMol25 entry of this formula, charge and spin)**: 3.166 eV
**SMILES**: CNC(=S)NC=C=O

Structure (XYZ):
```
14
C4H6N2OS (the ωB97M-V functional and the def2-TZVPD basis)
C 0.323 -0.908 0.227
C -1.859 0.302 0.159
C -3.122 0.306 -0.142
C 2.263 0.503 -0.225
N -1.006 -0.791 0.496
N 0.890 0.324 0.111
O -4.267 0.479 -0.203
S 1.168 -2.323 -0.129
H -1.354 1.076 -0.398
H 0.423 0.998 0.583
H 3.115 0.550 0.639
H 2.585 -0.326 -0.871
H 2.243 1.518 -0.757
H -1.402 -1.707 0.510
```

Record 7
An isolated molecule of C4H10O2, computed with the ωB97M-V functional and the def2-TZVPD basis.

Computed properties:
**LUMO energy**: 0.027 hartree
**Calculated total energy**: -8402.5582 eV
**Relative energy (zero: lowest compared OMol25 entry of this formula, charge and spin)**: 2.989 eV
**SMILES**: C[C@@H](O)[C@@H](C)O

Structure (XYZ):
```
16
C4H10O2 (the ωB97M-V functional and the def2-TZVPD basis)
C -0.741 -0.046 -1.883
C -0.491 0.287 -0.413
O -1.623 0.934 0.180
C 0.063 -0.769 0.563
C 1.678 -0.015 1.102
O -0.761 -0.986 1.630
H -1.659 -0.621 -2.083
H 0.104 -0.615 -2.283
H -0.813 0.880 -2.469
H 0.497 0.713 -0.125
H -1.418 1.871 0.269
H 0.378 -1.704 0.099
H 2.386 0.549 0.422
H 1.570 0.662 1.972
H 2.246 -0.882 1.418
H -1.371 -0.220 1.643
```

Record 8
A structure of composition C26H23F6N4O6RhS3, computed with the ωB97M-V functional and the def2-TZVPD basis.

Computed properties:
**LUMO energy (spin up / spin down)**: -0.288 / -0.288 hartree
**Calculated total energy**: -97381.2627 eV
**Relative energy (zero: lowest compared OMol25 entry of this formula, charge and spin)**: 0.416 eV
**Total charge**: +2

Structure (XYZ):
```
69
C26H23F6N4O6RhS3 (the ωB97M-V functional and the def2-TZVPD basis)
Rh 0.366 -0.078 0.696
O -0.340 -5.679 -3.098
C -1.264 -5.452 -2.063
C -0.885 -4.182 -1.362
C -1.773 -3.539 -0.503
C -1.385 -2.368 0.108
N -0.173 -1.848 -0.105
C 0.715 -2.458 -0.907
C 0.378 -3.627 -1.552
C 1.998 -1.778 -1.007
C 3.083 -2.223 -1.728
C 4.262 -1.483 -1.724
C 5.450 -1.946 -2.512
O 5.021 -2.921 -3.429
C 4.309 -0.314 -0.969
C 3.185 0.085 -0.279
N 2.061 -0.635 -0.307
H -0.564 -6.491 -3.567
H -1.250 -6.261 -1.322
H -2.290 -5.365 -2.432
H -2.758 -3.941 -0.306
H -2.038 -1.833 0.785
H 1.074 -4.122 -2.214
H 3.036 -3.136 -2.303
H 6.187 -2.349 -1.806
H 5.911 -1.083 -3.003
H 5.759 -3.200 -3.983
H 5.205 0.290 -0.916
H 3.179 0.996 0.304
F 2.886 0.592 2.771
C 1.812 1.298 3.037
F 2.027 2.198 3.943
F 1.494 1.930 1.834
S 0.285 0.245 3.374
O 0.661 -1.020 2.707
O -0.720 0.948 2.555
N -0.078 0.172 4.847
S 1.013 -0.636 5.781
O 2.289 -0.506 5.134
O 0.851 -0.357 7.157
C 0.490 -2.435 5.547
F 0.229 -2.964 6.721
F -0.601 -2.519 4.784
F 1.473 -3.099 4.963
N -0.593 1.376 -0.373
S -1.984 2.041 0.192
C -1.605 3.769 0.228
C -1.296 4.442 -0.950
C -0.883 5.760 -0.860
C -0.785 6.378 0.384
C -1.104 5.691 1.547
C -1.517 4.368 1.478
C -3.097 1.926 -1.211
C -4.169 2.804 -1.269
C -5.073 2.672 -2.312
C -4.907 1.668 -3.258
C -3.832 0.794 -3.173
C -2.917 0.911 -2.136
H 0.092 2.073 -0.646
H -1.394 3.954 -1.912
H -0.641 6.306 -1.761
H -0.457 7.407 0.444
H -1.032 6.182 2.508
H -1.774 3.814 2.372
H -4.301 3.581 -0.526
H -5.910 3.353 -2.381
H -5.622 1.564 -4.062
H -3.704 0.018 -3.916
H -2.070 0.243 -2.057
```